[1]
A molecular structure, C33H36N4OSTe2Ti, computed with the ωB97M-V functional and the def2-TZVPD basis.

Element x y z (Å)
Ti -0.098 0.858 -0.102
S 0.845 0.918 2.120
C -0.233 -0.492 2.007
N -0.852 -0.799 3.121
N -1.725 -1.903 3.011
C -1.383 -3.177 2.715
C -2.384 -4.161 2.589
C -2.062 -5.469 2.284
C -0.740 -5.860 2.099
C 0.251 -4.893 2.235
C -0.046 -3.579 2.539
N -0.606 -1.000 0.785
N 0.274 -1.057 -0.351
C -0.109 -2.063 -1.228
C -1.036 -3.067 -0.927
C -1.329 -4.041 -1.872
C -0.725 -4.045 -3.121
C 0.200 -3.046 -3.418
C 0.510 -2.070 -2.492
H -2.694 -1.686 3.152
H -3.423 -3.872 2.712
H -2.862 -6.194 2.177
H -0.492 -6.880 1.834
H 1.290 -5.160 2.078
H 0.741 -2.843 2.614
H -1.500 -3.078 0.046
H -2.042 -4.816 -1.610
H -0.966 -4.811 -3.849
H 0.684 -3.017 -4.389
H 1.202 -1.271 -2.732
C -2.522 0.435 -2.030
C -3.567 1.041 -1.096
C -3.665 0.314 0.248
C -3.442 2.536 -0.892
C -4.544 3.341 -1.156
C -4.524 4.707 -0.920
C -3.379 5.274 -0.383
C -2.247 4.517 -0.096
C -1.035 5.202 0.498
C -0.609 4.602 1.839
C 0.136 5.267 -0.481
C -2.272 3.137 -0.383
O -1.175 2.421 -0.176
H -2.748 -0.610 -2.252
H -1.494 0.439 -1.647
H -2.440 0.997 -2.962
H -4.531 0.889 -1.598
H -2.784 0.458 0.871
H -3.766 -0.764 0.104
H -4.530 0.685 0.805
H -5.438 2.873 -1.557
H -5.390 5.321 -1.139
H -3.347 6.339 -0.172
H -1.357 6.232 0.702
H -0.257 3.576 1.734
H -1.441 4.596 2.547
H 0.200 5.198 2.270
H 0.536 4.277 -0.697
H 0.942 5.882 -0.069
H -0.174 5.698 -1.435
C 3.398 -0.765 0.438
Te 2.685 1.186 -0.441
C 4.301 0.439 -1.772
C 5.343 -0.011 -0.826
C 6.700 0.262 -0.949
C 7.588 -0.086 0.060
C 7.115 -0.687 1.222
C 5.760 -0.940 1.369
C 4.862 -0.625 0.351
H 2.975 -1.450 -0.298
H 2.992 -0.957 1.426
H 4.602 1.220 -2.466
H 3.792 -0.366 -2.304
H 7.061 0.759 -1.843
H 8.646 0.122 -0.054
H 7.803 -0.946 2.019
H 5.381 -1.383 2.283
Te 1.170 1.921 -2.719

Summary:
Frontier orbital gap (spin up / spin down) = 5.058 / 5.580 eV
Lowest unoccupied orbital energy (spin up / spin down) = 4.3 / 4.2 eV
Net charge = -2
Electronic energy = -91351.7631 eV
Relative energy (zero: lowest compared OMol25 entry of this formula, charge and spin) = 1.1555 eV

=====

[2]
A molecular structure, C33H37AsBN6OSr, computed with the ωB97M-V functional and the def2-TZVPD basis.

Element x y z (Å)
Sr 0.376 -0.971 0.358
C -2.397 1.388 -4.489
C -2.317 0.619 -3.210
C -3.281 -0.193 -2.651
C -2.751 -0.587 -1.415
N -1.537 -0.080 -1.257
N -1.278 0.672 -2.354
B -0.171 1.761 -2.301
N -0.281 2.500 -0.930
N -0.248 1.856 0.262
C -0.288 2.785 1.198
C -0.333 4.065 0.621
C -0.335 3.836 -0.738
C -0.420 4.842 -1.842
C -0.413 2.423 2.623
C -0.050 3.308 3.630
C -0.271 2.990 4.963
C -0.878 1.789 5.303
C -1.211 0.883 4.306
C -0.973 1.189 2.977
N 1.244 1.132 -2.343
N 1.653 0.430 -1.282
C 2.907 0.036 -1.560
C 3.292 0.477 -2.829
C 2.198 1.190 -3.290
C 2.023 1.914 -4.586
C 3.644 -0.847 -0.634
C 3.592 -0.590 0.750
C 3.978 -1.579 1.662
C 4.185 -2.875 1.209
C 4.390 -3.085 -0.165
C 4.203 -2.056 -1.069
C -3.462 -1.123 -0.232
C -3.436 -0.315 0.911
C -4.163 -0.674 2.034
C -4.910 -1.844 2.033
C -4.943 -2.641 0.898
C -4.233 -2.275 -0.237
H -3.275 1.076 -5.050
H -1.512 1.237 -5.108
H -2.487 2.457 -4.281
H -4.248 -0.438 -3.059
H -0.307 2.525 -3.209
H -0.366 5.021 1.117
H -0.510 5.841 -1.420
H -1.297 4.650 -2.464
H 0.464 4.811 -2.481
H 0.430 4.245 3.372
H 0.025 3.682 5.741
H -1.085 1.557 6.340
H -1.672 -0.064 4.568
H -1.174 0.493 2.185
H 4.236 0.316 -3.324
H 2.910 1.791 -5.203
H 1.862 2.979 -4.410
H 1.154 1.533 -5.123
H 3.228 0.378 1.089
H 3.947 -1.362 2.721
H 4.207 -3.705 1.904
H 4.622 -4.085 -0.516
H 4.296 -2.234 -2.134
H -2.878 0.605 0.853
H -4.169 -0.023 2.902
H -5.473 -2.131 2.912
H -5.529 -3.552 0.898
H -4.269 -2.897 -1.125
C 1.140 -1.933 2.217
As 0.594 -3.434 1.135
C 1.228 -5.124 1.724
C 1.369 -2.720 -0.472
O -0.957 -2.840 0.860
H 1.770 -2.228 3.049
H 0.273 -1.429 2.649
H 1.744 -1.366 1.514
H 1.952 -5.472 0.992
H 0.412 -5.836 1.828
H 1.731 -4.974 2.675
H 1.983 -3.405 -1.035
H 1.956 -1.911 -0.017
H 0.574 -2.386 -1.141

Summary:
Frontier orbital gap = 7.374 eV
Lowest unoccupied orbital energy = -3.0 eV
Net charge = +1
Electronic energy = -108153.5588 eV
Relative energy (zero: lowest compared OMol25 entry of this formula, charge and spin) = 7.7231 eV

=====

[3]
A molecular structure, C33H37BrGaN4O3S, computed with the ωB97M-V functional and the def2-TZVPD basis.

Element x y z (Å)
Ga -0.498 1.082 -0.174
O -1.818 2.106 -1.555
S -2.038 3.233 -0.615
O -1.348 4.450 -0.932
N -1.528 2.487 0.711
C -1.055 2.973 1.913
C -1.296 4.192 2.497
C -0.751 4.480 3.764
C 0.007 3.571 4.449
C 0.284 2.311 3.872
C 1.053 1.299 4.486
C 1.281 0.118 3.829
C 0.769 -0.058 2.535
N 0.045 0.864 1.940
C -0.227 2.026 2.589
C -3.740 3.625 -0.359
C -4.132 4.945 -0.530
C -5.431 5.301 -0.205
C -6.307 4.345 0.291
C -5.899 3.027 0.454
C -4.604 2.657 0.133
H -1.910 4.921 1.985
H -0.950 5.450 4.201
H 0.403 3.808 5.428
H 1.453 1.463 5.479
H 1.862 -0.673 4.281
H 0.966 -0.964 1.971
H -3.422 5.668 -0.906
H -5.754 6.325 -0.336
H -7.316 4.631 0.559
H -6.587 2.287 0.838
H -4.266 1.637 0.260
C 0.693 -6.717 -1.149
C -0.481 -5.889 -0.624
C -1.746 -6.305 -1.394
C -0.663 -6.185 0.872
C -0.250 -4.389 -0.796
C -1.227 -3.493 -0.386
C -0.966 -2.147 -0.485
Br -2.292 -0.864 0.115
C 0.224 -1.594 -0.961
O 0.450 -0.277 -0.894
C 1.186 -2.495 -1.459
C 0.917 -3.857 -1.335
C 2.546 -2.060 -2.031
C 3.497 -1.840 -0.842
C 3.113 -3.169 -2.933
C 2.506 -0.785 -2.891
H 0.479 -7.777 -1.011
H 1.618 -6.492 -0.614
H 0.847 -6.548 -2.216
H -1.841 -7.391 -1.397
H -1.691 -5.963 -2.428
H -2.647 -5.887 -0.942
H -0.823 -7.253 1.033
H -1.521 -5.651 1.281
H 0.223 -5.882 1.435
H -2.181 -3.826 0.001
H 1.665 -4.545 -1.697
H 3.666 -2.775 -0.305
H 3.072 -1.115 -0.143
H 4.459 -1.458 -1.192
H 3.469 -4.028 -2.363
H 3.959 -2.784 -3.501
H 2.356 -3.505 -3.643
H 2.253 0.096 -2.315
H 1.785 -0.886 -3.705
H 3.494 -0.632 -3.330
C 3.324 4.998 -1.345
N 2.736 3.765 -0.852
C 3.350 2.828 -0.059
C 2.418 1.873 0.192
N 1.238 2.224 -0.427
C 1.472 3.371 -1.046
H 4.286 4.801 -1.811
H 3.465 5.701 -0.526
H 2.657 5.437 -2.081
H 4.379 2.907 0.244
H 2.522 0.953 0.738
H 0.760 3.922 -1.632

Summary:
Frontier orbital gap = 7.545 eV
Lowest unoccupied orbital energy = -2.9 eV
Net charge = +1
Electronic energy = -180176.3421 eV
Relative energy (zero: lowest compared OMol25 entry of this formula, charge and spin) = 0.3606 eV

=====

- Look up the relative energy (zero: lowest compared OMol25 entry of this formula, charge and spin) of the first one.
  1.1555 eV